{"formula": "C22H20IN5O2S2V", "method": "ωB97M-V/def2-TZVPD", "multiplicity": 1, "total_charge": 3, "e_homo_ev": [-17.226, -17.226], "elements": ["V", "C", "C", "N", "C", "C", "C", "O", "C", "C", "N", "C", "C", "C", "C", "C", "C", "I", "C", "O", "H", "H", "H", "H", "H", "H", "H", "H", "H", "H", "H", "H", "C", "S", "C", "S", "N", "N", "C", "C", "C", "C", "C", "C", "N", "H", "H", "H", "H", "H", "H", "H", "H"], "positions_angstrom": [[0.034, 0.748, -0.346], [3.802, -0.010, 1.729], [2.776, -1.069, 1.944], [3.052, -2.087, 2.735], [2.175, -3.036, 2.994], [0.849, -3.030, 2.525], [0.008, -4.208, 2.936], [-1.350, -4.080, 2.591], [0.492, -1.958, 1.701], [-0.829, -1.796, 1.141], [-1.235, -0.889, 0.298], [-2.522, -1.051, -0.279], [-3.055, -2.318, -0.531], [-4.327, -2.458, -1.058], [-5.093, -1.340, -1.357], [-4.569, -0.068, -1.165], [-3.298, 0.043, -0.644], [-2.417, 1.963, -0.399], [1.495, -0.999, 1.361], [1.131, -0.057, 0.515], [4.780, -0.473, 1.604], [3.873, 0.611, 2.626], [3.574, 0.626, 0.874], [2.530, -3.848, 3.621], [0.131, -4.344, 4.016], [0.454, -5.091, 2.458], [-1.829, -4.865, 2.880], [-1.543, -2.545, 1.473], [-2.459, -3.201, -0.333], [-4.720, -3.448, -1.245], [-6.090, -1.446, -1.761], [-5.144, 0.811, -1.424], [0.484, 1.162, -6.139], [0.119, -0.230, -5.058], [0.265, 0.445, -3.507], [0.062, -0.665, -2.151], [0.551, 1.681, -3.260], [0.627, 2.022, -1.979], [0.948, 3.240, -1.683], [1.082, 3.542, -0.282], [1.581, 4.732, 0.224], [1.750, 4.854, 1.598], [1.403, 3.789, 2.420], [0.888, 2.637, 1.848], [0.737, 2.515, 0.526], [0.290, 0.792, -7.144], [1.529, 1.447, -6.047], [-0.172, 2.001, -5.921], [1.118, 3.977, -2.460], [1.838, 5.540, -0.449], [2.151, 5.765, 2.022], [1.513, 3.856, 3.494], [0.565, 1.809, 2.468]]}